1.
16
Properties=species:S:1:pos:R:3 method="wB97M-V/def2-TZVPD" spin_multiplicity=6 total_charge=+2 homo_lumo_gap_ev="2.710 / 1.464" lumo_ha="-0.473 / -0.519" e_above_lowest_kcal_mol=82.90
Fe -1.031 1.732 -5.255
O -0.186 0.113 -1.598
O 0.367 -0.336 1.923
O 0.625 -0.551 4.045
O 0.513 1.528 3.180
O -0.535 0.174 -4.365
O -0.698 -1.845 -3.416
C -0.576 -0.669 -3.522
C 0.515 0.328 3.060
C -0.071 -0.542 -0.388
C 0.190 0.438 0.743
H -0.984 -1.145 -0.217
H 0.749 -1.283 -0.487
H -0.663 1.118 0.869
H 1.095 1.026 0.540
H 0.688 -0.086 4.889

=====

2.
18
Properties=species:S:1:pos:R:3 method="wB97M-V/def2-TZVPD" spin_multiplicity=1 smiles="BrC1=N[C@H](Br)C=CC1.C=C=O" homo_lumo_gap_ev=9.557 lumo_ha=0.015 e_above_lowest_kcal_mol=15.18
Br -0.431 0.348 2.718
Br 2.168 0.013 -1.775
O 0.264 -3.427 -0.075
N 0.618 0.948 0.283
C -1.752 1.511 0.328
C 1.138 -2.976 0.597
C -0.399 1.425 1.074
C 2.077 -2.517 1.377
C 0.612 0.661 -0.927
C -1.788 1.050 -0.942
C -0.631 0.725 -1.789
H -0.372 1.575 -2.557
H -2.827 1.149 -1.440
H 1.927 -2.498 2.440
H 2.925 -2.071 0.891
H -0.153 2.436 1.403
H -0.791 -0.216 -2.436
H -2.584 1.865 0.830

=====

3.
20
Properties=species:S:1:pos:R:3 method="wB97M-V/def2-TZVPD" spin_multiplicity=1 total_charge=+1 smiles="C=C(N)C[C@@H](C)[NH3+]" homo_lumo_gap_ev=9.126 lumo_ha=-0.122 e_above_lowest_kcal_mol=32.33
N 1.383 1.042 -0.335
N -1.166 -1.183 -1.464
C -0.338 -1.496 -0.379
C 0.461 -2.556 -0.298
C -0.314 -0.415 0.673
C -0.096 0.985 0.122
C -0.364 2.140 1.060
H 1.895 0.413 0.286
H 1.743 1.989 -0.417
H -1.442 2.292 1.150
H -0.634 1.101 -0.813
H -1.248 -1.951 -2.119
H 1.467 0.565 -1.241
H 0.295 -3.444 -0.889
H 0.059 3.060 0.664
H -1.278 -0.384 1.193
H 1.205 -2.614 0.478
H -0.012 1.958 2.080
H 0.463 -0.644 1.412
H -2.082 -0.860 -1.164

=====

4.
45
Properties=species:S:1:pos:R:3 method="wB97M-V/def2-TZVPD" spin_multiplicity=1 smiles="C=CCOC[C@H](CCCOC(C)=O)OC.CC(C)=O" homo_lumo_gap_ev=10.020 lumo_ha=0.031
O 0.413 -3.203 -2.009
O 0.671 3.297 -1.204
O -1.917 0.267 0.396
O -0.009 -0.941 2.322
O 2.370 1.836 -0.977
C 1.704 2.373 -3.171
C -3.388 2.093 -0.017
C -1.827 -3.745 -1.426
C 0.097 -5.440 -1.265
C 2.697 1.091 1.346
C 1.506 2.586 -1.700
C 1.816 -0.095 0.939
C -0.359 -4.043 -1.611
C -0.591 -0.150 0.176
C -2.064 1.667 0.554
C 0.122 -0.529 3.661
C -3.838 3.335 0.017
C 0.341 0.043 1.362
C 2.675 2.269 0.357
H -1.250 2.204 0.054
H -0.434 -6.170 -1.878
H 2.203 -0.995 1.418
H -0.448 -1.223 4.276
H -2.032 -2.714 -1.702
H -2.020 1.932 1.618
H -2.426 -4.416 -2.044
H 2.335 1.483 2.299
H 1.629 1.307 -3.392
H 1.954 3.021 0.669
H -3.981 1.302 -0.463
H -0.174 0.322 -0.722
H -3.300 4.114 0.546
H 0.949 2.924 -3.722
H -4.755 3.618 -0.480
H 2.707 2.689 -3.454
H 3.723 0.756 1.496
H 1.167 -5.531 -1.435
H -2.113 -3.905 -0.385
H -0.127 -5.656 -0.218
H 1.168 -0.546 3.993
H -0.632 -1.225 -0.012
H 3.657 2.743 0.313
H -0.286 0.478 3.808
H 1.880 -0.264 -0.136
H 0.187 1.039 1.801

=====

5.
77
Properties=species:S:1:pos:R:3 method="wB97M-V/def2-TZVPD" spin_multiplicity=1 homo_lumo_gap_ev=8.454 lumo_ha=0.009 e_above_lowest_kcal_mol=5.50
Tl 0.382 0.468 -1.615
S 3.540 0.719 -2.438
P -1.293 -2.397 1.481
P 0.322 0.822 1.813
F -3.068 3.400 -2.292
F -3.627 1.449 -2.943
F -2.186 1.584 -1.400
O -0.418 1.768 -3.500
O -1.867 3.151 -4.532
N 2.370 2.369 -4.217
N 2.469 0.220 -4.803
C -3.064 -1.537 -2.054
C 1.038 2.306 0.949
C 0.097 3.195 0.490
C -1.561 -2.232 -0.326
C 1.727 0.336 -6.034
C -1.499 2.408 -3.640
C -1.463 1.580 5.445
C -2.285 -2.186 -3.001
C -1.166 -2.861 -2.596
C 1.736 -0.253 2.233
C 0.571 2.801 5.469
C 2.318 3.514 -3.288
C -1.768 -5.849 3.563
C 2.411 2.646 0.907
C -2.578 2.208 -2.553
C 0.540 4.338 -0.234
C 0.631 -2.372 1.411
C -0.614 2.423 6.085
C 1.841 4.660 -0.259
C -1.705 -5.157 0.845
C 1.216 -1.644 2.608
C 2.781 3.893 0.377
C -2.676 -1.565 -0.728
C 0.933 2.415 4.189
C -1.700 -4.522 3.168
C 2.739 1.150 -3.904
C -1.601 -4.174 1.826
C -1.843 -6.482 1.252
C -1.802 -6.796 2.568
C 0.079 1.555 3.506
C -0.724 -2.787 -1.301
C -1.105 1.174 4.166
H 0.473 -1.661 3.420
H 2.443 -0.395 1.367
H -2.022 -7.275 0.488
H 2.018 -2.252 3.030
H -2.657 -2.308 -4.043
H 2.357 3.143 -2.257
H 2.315 0.803 -6.872
H 1.200 3.463 6.013
H -2.377 1.292 5.852
H -1.792 -6.145 4.600
H -1.686 -3.760 3.949
H -0.617 -3.424 -3.335
H -1.901 -7.857 2.860
H 1.524 -0.638 -6.482
H 0.177 -3.247 -0.935
H 3.825 4.178 0.406
H 2.311 0.228 3.050
H 3.165 1.991 1.408
H 1.418 4.104 -3.497
H 2.212 5.646 -0.520
H 3.242 4.120 -3.457
H -1.783 -4.985 -0.198
H 1.860 2.732 3.740
H -0.235 5.011 -0.561
H -3.970 -1.094 -2.342
H -0.893 2.837 7.058
H 1.793 2.473 -4.998
H -3.338 -1.119 0.015
H 0.926 -1.860 0.487
H 2.809 -0.695 -4.552
H -0.968 2.938 0.572
H 1.049 -3.376 1.409
H 0.820 0.823 -5.948
H -1.828 0.573 3.579

=====

6.
13
Properties=species:S:1:pos:R:3 method="wB97M-V/def2-TZVPD" spin_multiplicity=1 homo_lumo_gap_ev="8.655 / 6.482" lumo_ha="0.012 / -0.021" e_above_lowest_kcal_mol=174.68
O 0.833 1.141 0.583
O -1.537 0.187 0.801
C -0.265 -0.165 0.451
C 0.418 2.136 -0.104
C -1.431 0.100 -0.633
C 0.419 -1.282 0.746
C 1.264 -2.225 0.453
H -1.854 -0.812 -1.044
H 1.080 2.566 -0.856
H 1.940 -2.134 -0.395
H -0.543 2.602 0.110
H -1.698 1.000 -1.173
H 1.375 -3.115 1.062

=====

Asked for calculated total energy across the records above, the calculation gives -1869.6607, -5548.8769, -307.5701, -925.1843, -3052.7861, -344.3235 Ha in order.